<one>
18
Properties=species:S:1:pos:R:3:nbo_charge:R:1 method="wB97M-V/def2-TZVPD" lumo_ev=0.78 homo_ev=-7.37 orbital_gap_ha=0.2997
C -1.27488 -1.51868 1.09173 -0.39
C -1.34201 -0.83349 -0.17181 -0.49
C 0.62502 0.62885 -0.04916 -0.24
C 0.30583 2.04012 -0.48799 -0.61
C 1.76318 -0.02855 -0.80880 -0.61
C 0.50622 0.22916 1.25853 0.29
N 0.22117 -0.39642 2.22653 -0.46
H -0.69842 -2.43362 1.16637 0.24
H -2.16115 -1.81185 0.10493 0.30
H -1.95378 -1.27467 1.89646 0.25
H -2.01439 0.01199 -0.27658 0.24
H -0.85807 -1.22376 -1.05774 0.24
H -0.53905 2.47491 0.05497 0.21
H 1.17089 2.70661 -0.34726 0.20
H 0.07081 2.06151 -1.56048 0.21
H 2.70095 0.53535 -0.69276 0.21
H 1.94851 -1.04677 -0.44995 0.21
H 1.55021 -0.07408 -1.88490 0.20



<two>
18
Properties=species:S:1:pos:R:3:nbo_charge:R:1 method="wB97M-V/def2-TZVPD" smiles=CCC[C@@H](C)C#N lumo_ev=0.93 homo_ev=-11.28 orbital_gap_ha=0.4486
C -2.48849 -0.14422 -0.98612 -0.60
C -1.32582 0.26159 -0.08677 -0.40
C 0.05382 -0.26303 -0.50499 -0.38
C 1.07330 -0.26761 0.66449 -0.32
C 2.53208 -0.10647 0.21799 -0.59
C 0.76165 0.77380 1.66033 0.29
N 0.51149 1.58325 2.44831 -0.34
H -3.43194 0.18251 -0.53509 0.21
H -2.42446 0.30721 -1.98207 0.20
H -2.53897 -1.23240 -1.10793 0.20
H -1.27555 1.35508 -0.02424 0.21
H -1.53910 -0.08084 0.93280 0.20
H -0.02536 -1.29256 -0.87821 0.21
H 0.45434 0.33484 -1.33415 0.20
H 0.97263 -1.22259 1.19693 0.24
H 2.81081 -0.90140 -0.48025 0.22
H 2.67235 0.85866 -0.27943 0.22
H 3.20722 -0.14582 1.07838 0.22



<three>
18
Properties=species:S:1:pos:R:3:nbo_charge:R:1 method="wB97M-V/def2-TZVPD" lumo_ev=0.23 homo_ev=-7.25 orbital_gap_ha=0.2750
C -0.17173 2.30877 -0.51793 -0.60
C 0.87847 1.19891 -0.48510 -0.41
N -0.63023 -0.95688 2.01040 -0.88
C 0.46982 -0.47373 1.28454 0.07
C 0.43765 -0.16789 -0.05123 -0.10
C 0.15326 -1.18688 -1.07913 -0.21
C -0.62065 -2.28399 -0.91803 -0.44
H 0.26667 3.29941 -0.46557 0.22
H -0.77675 2.14145 -1.40521 0.21
H -0.79088 2.19694 0.37550 0.20
H 1.35291 1.11146 -1.47189 0.19
H 1.69740 1.46465 0.20173 0.21
H -1.12767 -0.23215 2.51362 0.39
H -1.39515 -1.46426 1.58173 0.37
H 1.33174 -0.34974 1.93164 0.20
H 0.76426 -1.11130 -1.97706 0.21
H -1.58459 -2.20808 -0.43010 0.18
H -0.25453 -3.28670 -1.09790 0.20



<four>
18
Properties=species:S:1:pos:R:3:nbo_charge:R:1 method="wB97M-V/def2-TZVPD" lumo_ev=0.65 homo_ev=-7.53 orbital_gap_ha=0.3006
C 0.19738 0.34465 -1.20127 -0.31
C 0.79684 0.66733 0.08750 -0.17
C 1.17064 -0.34986 1.13701 -0.27
C 0.36841 -1.07201 -1.70984 -0.59
N 0.04423 -0.81594 1.94491 -0.82
C -1.10614 0.69575 -0.61994 0.06
C -1.93381 1.29614 0.18974 -0.47
H 0.43432 1.06576 -1.98998 0.24
H -0.37785 -0.02689 2.42401 0.35
H -0.66839 -1.20386 1.33386 0.35
H 0.96815 1.70420 0.32639 0.20
H -1.66682 1.76936 1.12945 0.19
H 1.90007 0.09551 1.81871 0.21
H 1.62657 -1.23585 0.68459 0.19
H -0.26749 -1.23249 -2.57744 0.22
H 1.40477 -1.22705 -2.00077 0.21
H 0.10325 -1.80275 -0.95097 0.21
H -2.99414 1.32799 -0.02594 0.21



Which one sits at the bottom of the stability order? <one> does.



<one>
18
Properties=species:S:1:pos:R:3:nbo_charge:R:1 method="wB97M-V/def2-TZVPD" smiles="C/C=N/C(C)=C/C" lumo_ev=1.00 homo_ev=-8.11 orbital_gap_ha=0.3351
C 0.36411 0.17135 -0.05935 0.14
C 1.41905 1.03741 -0.06441 -0.20
C -2.01746 -0.11302 -0.23684 0.14
C 0.63014 -1.31972 0.18106 -0.66
C 2.87289 0.58616 -0.00116 -0.66
C -3.22137 0.65623 0.15555 -0.64
N -0.95506 0.53018 0.08383 -0.44
H 1.08327 2.01047 -0.08854 0.21
H -1.95054 -1.03953 -0.68844 0.16
H 1.04631 -1.69460 -0.68086 0.21
H -0.42018 -1.88220 0.27877 0.20
H 1.30002 -1.54935 1.04014 0.23
H 3.12847 -0.47345 -0.44486 0.22
H 3.29698 0.59941 1.03660 0.22
H 3.59039 1.29437 -0.54857 0.22
H -3.90597 0.23091 0.82117 0.22
H -3.77887 0.74275 -0.68528 0.21
H -2.93096 1.55488 0.46600 0.23



<two>
18
Properties=species:S:1:pos:R:3:nbo_charge:R:1 method="wB97M-V/def2-TZVPD" lumo_ev=-0.29 homo_ev=-8.19 orbital_gap_ha=0.2904
C -1.01250 -1.83845 0.57657 -0.61
C -0.99043 -0.54123 -0.22287 -0.38
C 0.19011 0.38278 0.07639 -0.18
C 0.17828 1.63342 -0.70382 -0.37
C 1.47125 -0.19651 0.26705 -0.45
C -0.21974 1.52199 1.08989 0.27
N -0.57730 2.09954 2.03806 -0.30
H -0.15164 -2.46862 0.33248 0.21
H -1.91380 -2.40969 0.33431 0.22
H -1.00990 -1.65040 1.65536 0.22
H -1.92391 0.01258 -0.06917 0.22
H -0.92231 -0.76002 -1.29717 0.22
H -0.74410 2.00184 -1.14298 0.24
H 1.02791 2.30701 -0.65047 0.24
H 1.17262 0.60699 -1.93707 -0.03
H 2.33090 0.46224 0.37231 0.21
H 1.55984 -1.15856 0.76229 0.22
H 1.53472 -0.00490 -1.48116 0.05



Which one sits at the bottom of the stability order? <two> does.



<one>
18
Properties=species:S:1:pos:R:3:nbo_charge:R:1 method="wB97M-V/def2-TZVPD" smiles="C=CCN/C=C/C" lumo_ev=1.19 homo_ev=-7.95 orbital_gap_ha=0.3360
C 2.80194 0.05552 1.57990 -0.64
C 1.43983 -0.44242 1.63840 -0.25
C 0.63075 0.16590 0.69254 -0.02
N -0.74623 -0.39382 0.58319 -0.65
C -1.64119 0.44632 -0.39028 -0.26
C -2.15212 -0.29873 -2.63956 -0.39
C -1.27989 -0.19510 -1.69011 -0.17
H 3.51121 -0.66645 1.14284 0.21
H 2.98965 0.99131 1.07947 0.22
H 3.22409 0.40111 2.60865 0.20
H 1.05437 -1.24949 2.19594 0.21
H 0.91252 1.01534 0.03237 0.20
H -1.36353 -0.46072 1.46693 0.38
H -1.23058 1.41607 -0.43797 0.18
H -2.66110 0.38545 -0.09358 0.21
H -3.17703 0.15819 -2.45250 0.18
H -2.03325 -0.78137 -3.53369 0.19
H -0.27944 -0.54710 -1.78253 0.20



<two>
18
Properties=species:S:1:pos:R:3:nbo_charge:R:1 method="wB97M-V/def2-TZVPD" smiles="C=CC/C(C)=C/N" lumo_ev=1.02 homo_ev=-8.10 orbital_gap_ha=0.3350
C -1.32607 0.81308 1.15302 -0.65
C -0.65630 0.14304 -0.02155 -0.08
C -0.94875 0.52936 -1.25971 0.00
N -1.67128 1.69597 -1.60443 -0.82
C 0.23115 -1.04676 0.20059 -0.47
C 1.68763 -0.74561 0.49415 -0.16
C 2.64711 -1.64912 0.40072 -0.41
H -1.50564 0.04267 1.89860 0.22
H -0.78076 1.63704 1.62099 0.21
H -2.30094 1.19901 0.86157 0.22
H -0.59523 -0.03883 -2.11219 0.18
H -1.49003 2.43061 -0.92828 0.36
H -1.32643 2.02647 -2.49655 0.37
H 0.12798 -1.78457 -0.59526 0.22
H -0.10107 -1.50914 1.14613 0.21
H 1.93737 0.29861 0.68342 0.20
H 3.69452 -1.38861 0.47030 0.20
H 2.37675 -2.65322 0.08849 0.19



Which one sits at the bottom of the stability order? <one> does.



<one>
19
Properties=species:S:1:pos:R:3:nbo_charge:R:1 method="wB97M-V/def2-TZVPD" smiles="C[C@@H](S)/N=C/N1C(=O)N1C" lumo_ev=0.66 homo_ev=-9.31 orbital_gap_ha=0.3663
C 0.03249 -0.27270 0.00385 0.24
C -1.58446 -2.28523 -0.01858 0.81
C 0.74924 2.64498 -1.78341 -0.62
C -1.45773 -2.40112 2.41813 -0.43
C 1.21722 1.29495 -1.33243 -0.12
N -1.10081 -0.96561 0.26242 -0.36
N 0.17876 0.41947 -1.02737 -0.44
N -0.88302 -2.27989 1.11293 -0.28
O -2.18057 -2.79151 -0.90083 -0.49
S 2.58594 1.52451 -0.02719 -0.14
H 0.82904 -0.05491 0.77685 0.18
H -0.01487 2.68876 -2.58948 0.24
H 0.22816 3.14197 -0.94832 0.21
H 1.74418 3.21556 -2.01457 0.21
H -1.27836 -3.42303 2.76554 0.23
H -0.81756 -1.90570 3.11350 0.22
H -2.45309 -2.20963 2.44369 0.20
H 1.71943 0.82900 -2.13569 0.21
H 2.48602 2.83012 -0.11904 0.13



<two>
19
Properties=species:S:1:pos:R:3:nbo_charge:R:1 method="wB97M-V/def2-TZVPD" lumo_ev=0.48 homo_ev=-8.44 orbital_gap_ha=0.3277
C 0.09734 -0.91240 1.64072 -0.11
C -1.41050 -0.90724 1.29400 -0.10
C -1.00657 -0.32398 -0.83873 0.36
C 1.13960 2.56734 -1.44002 -0.62
C 0.69372 1.35322 -0.61603 -0.26
N 0.10614 -2.86466 0.64918 -0.54
N 0.78152 -1.86480 1.12301 -0.17
N -0.08445 0.33550 -1.33873 -0.44
O -1.75269 0.01943 0.25652 -0.52
S -1.62133 -2.71882 0.85137 0.30
H 0.39167 0.01204 2.16882 0.22
H -1.96809 -0.79737 2.29230 0.24
H -1.22782 -1.21496 -1.44928 0.18
H 1.21422 3.46799 -0.90283 0.22
H 2.08311 2.29741 -1.94936 0.21
H 0.37731 2.90434 -2.25294 0.21
H 1.67003 0.91224 -0.22914 0.21
H 0.02601 1.54041 0.20377 0.18
H 0.49077 -3.80568 0.53735 0.42



Which one sits at the bottom of the stability order? <one> does.



<one>
26
Properties=species:S:1:pos:R:3:lowdin_spin:R:1 method="wB97M-V/def2-TZVPD" multiplicity=2 lumo_ev="-3.58 / -7.13" homo_ev="-13.72 / -13.73" charge=+1 orbital_gap_ha="0.3729 / 0.2425"
C -1.77050 -1.76129 1.21748 0.00
O -2.99165 -1.61162 0.52006 0.00
C -0.87361 -0.52115 1.11566 0.01
C -0.19244 -0.43772 -0.27372 0.01
C -0.19010 0.95417 -0.82703 0.13
C -1.34912 1.56580 -1.30661 0.54
N 0.96443 1.58838 -0.89602 0.24
N 0.17224 -0.50150 2.14092 0.00
H -2.05233 -1.89815 2.25854 0.00
H -1.22923 -2.65289 0.87959 0.00
H -2.84560 -1.52352 -0.42972 0.00
H -1.53234 0.33473 1.25276 0.00
H 0.82318 -0.81970 -0.21301 0.00
H -0.69421 -1.06854 -1.00691 0.00
H -1.34774 2.57377 -1.70286 0.02
H -2.30968 1.06647 -1.29886 0.02
H 0.94445 2.56414 -1.17416 0.00
H 1.68342 1.39886 -0.15626 0.01
H -0.18787 -0.13268 3.01046 0.00
H 0.54008 -1.44296 2.29325 0.00
H 2.37454 0.19423 -3.80029 0.00
H 2.15118 0.27648 -2.26781 0.00
O 2.59953 -0.22766 -2.96135 0.01
H 1.70003 0.59559 1.71819 0.00
H 3.19916 0.46272 1.28389 0.00
O 2.46612 1.09147 1.35317 0.00



<two>
26
Properties=species:S:1:pos:R:3:lowdin_spin:R:1 method="wB97M-V/def2-TZVPD" multiplicity=2 lumo_ev="-2.53 / -7.48" homo_ev="-13.95 / -13.94" charge=+1 orbital_gap_ha="0.4197 / 0.2372"
C 0.29514 -0.23696 -1.04467 0.00
N 0.71658 -1.64341 -0.90992 0.00
C -0.21085 -2.62480 -0.93012 0.00
O -1.41402 -2.48132 -1.08200 0.00
C 0.35430 0.44900 0.33477 0.05
C 0.29863 1.96754 0.16733 0.05
N -0.80056 -0.10594 1.13449 0.68
C -1.16527 0.55777 2.32856 0.10
H -0.65975 -0.14215 -1.54077 0.00
H 1.03898 0.21348 -1.69699 0.00
H 1.62652 -1.86294 -0.54084 0.00
H 0.16073 -3.64695 -0.78068 0.00
H 1.19571 0.28141 1.01004 0.01
H 0.72567 2.49285 1.01523 0.00
H 0.81277 2.25510 -0.75266 0.00
H -0.67361 2.38773 -0.12113 0.00
H -1.59954 -0.17985 0.47220 0.02
H -1.34200 1.64772 2.21308 0.06
H -0.45073 0.56330 3.15172 0.02
H -2.16375 0.24256 2.63060 0.00
H 4.21931 0.05951 -1.36723 0.00
H 4.23108 1.19419 -0.29287 0.00
O 3.87090 0.32790 -0.49548 0.00
H -3.82521 -0.57092 -0.96207 0.00
H -2.31302 -0.94342 -1.07215 0.00
O -2.92799 -0.20140 -0.86848 0.00



Which one sits at the bottom of the stability order? <two> does.



<one>
9
Properties=species:S:1:pos:R:3:nbo_charge:R:1 method="wB97M-V/def2-TZVPD" lumo_ev=4.11 homo_ev=-2.10 charge=-1 orbital_gap_ha=0.2280
C -2.31892 0.06109 -0.09917 0.28
N 1.69237 0.40643 0.38417 -0.11
O 2.47389 -0.74369 -0.35898 -0.78
O -3.38925 -0.54154 -0.29229 -0.59
O 0.50170 0.62261 -0.12846 -0.78
H -2.35136 0.69103 0.72615 0.09
H -1.39889 -0.13524 -0.53697 0.19
H 2.23082 1.09518 0.05314 0.27
H 2.55965 -1.45587 0.25242 0.43



<two>
9
Properties=species:S:1:pos:R:3:nbo_charge:R:1 method="wB97M-V/def2-TZVPD" lumo_ev=4.38 homo_ev=-4.30 charge=-1 orbital_gap_ha=0.3190
N -0.57461 0.12151 -1.09602 -0.96
C -1.22201 -0.43578 0.15368 0.88
O -0.40520 -0.60813 1.09762 -0.84
O -2.43746 -0.57363 0.14972 -0.75
H -0.61129 -0.43686 -1.94714 0.34
H 0.43378 0.20280 -0.91560 0.36
H 1.50033 1.36907 0.87761 0.46
H 1.34336 -0.18830 0.98674 0.52
O 1.97310 0.54932 0.69339 -1.02



<three>
9
Properties=species:S:1:pos:R:3:nbo_charge:R:1 method="wB97M-V/def2-TZVPD" lumo_ev=4.40 homo_ev=-4.30 charge=-1 orbital_gap_ha=0.3198
N -1.69341 0.39035 1.22395 -0.92
C -0.40896 0.06861 0.62751 0.86
O -0.45912 -0.61534 -0.41775 -0.83
O 0.57473 0.49076 1.25760 -0.78
H -1.86172 1.36566 1.41303 0.35
H -2.46024 0.07908 0.64562 0.35
H 1.88064 0.52930 -1.96762 0.46
H 1.03080 -0.66117 -1.60805 0.52
O 1.76593 -0.39599 -2.19972 -1.00



Which one sits at the bottom of the stability order? <one> does.